[1]
Below is a 2-piece molecular cluster, H4OS2 overall in a non-equilibrium geometry, with properties calculated with ωB97M-V with the def2-TZVPD basis set.

Results
Frontier orbital gap = 0.31763 Eh
Largest force on an atom = 1.260 eV/Å
Energy = -23782.2703 eV
Energy relative to the best compared isomer or geometry (same formula, charge and spin) = 11.7 kcal/mol
Total charge = 0

Geometry (Å):
S1 -1.3935 0.3585 -0.5460
S2 -0.2272 -0.8056 0.8703
H1 -0.4602 1.3125 -0.4681
H2 -0.9858 -1.8472 0.5749
O1 2.7336 0.6442 -0.4418
H3 2.6786 1.2058 -1.2393
H4 2.1496 1.1012 0.1683

***

[2]
Below is one molecule with the formula C4H6N2S in a non-equilibrium geometry, with properties calculated with ωB97M-V with the def2-TZVPD basis set.

Results
Frontier orbital gap (spin up / spin down) = 0.25582 / 0.25593 Eh
Largest force on an atom = 3.781 eV/Å
Energy = -18057.4242 eV
Energy relative to the best compared isomer or geometry (same formula, charge and spin) = 81.8 kcal/mol
Total charge = 0

Geometry (Å):
C1 0.1300 -0.6710 0.1087
C2 -0.8501 0.3839 0.1707
C3 2.4320 0.1264 0.2840
C4 -2.3451 0.0407 0.2441
N1 1.4059 -0.2762 -0.0853
N2 3.6267 0.5509 0.0683
S1 -0.4407 1.9523 -0.1274
H1 0.0842 -1.7112 0.0893
H2 -2.6807 -0.0980 -0.7531
H3 -2.5778 -0.8165 0.9027
H4 -2.7011 0.8591 0.9258
H5 4.0756 0.1674 -0.8293
H6 4.1416 0.4487 0.9440

***

[3]
Below is C38H31ClGeN3Tl as an isolated structure in a non-equilibrium geometry, with properties calculated with ωB97M-V with the def2-TZVPD basis set.

Results
Frontier orbital gap (spin up / spin down) = 0.10406 / 0.10411 Eh
Largest force on an atom = 4.167 eV/Å
Energy = -118106.0703 eV
Energy relative to the best compared isomer or geometry (same formula, charge and spin) = 47.4 kcal/mol
Total charge = -2

Geometry (Å):
Tl1 -2.3111 1.3713 -1.1740
Cl1 -6.1859 5.5309 -0.8847
C1 -4.9133 5.1048 -1.9801
C2 -5.2712 4.3860 -3.1073
C3 -4.2902 3.8257 -3.9234
C4 -2.8924 3.7212 -3.4787
C5 -2.0328 2.9443 -4.1790
C6 -2.5988 4.5058 -2.3052
C7 -3.5776 5.2935 -1.7187
H1 -6.3221 4.4009 -3.3304
H2 -4.5385 3.3885 -4.8665
H3 -0.9622 3.0621 -4.2734
H4 -2.3351 2.2173 -4.9209
H5 -1.5772 4.4637 -1.9051
H6 -3.3626 6.0133 -0.9414
C8 -0.4532 2.2453 -0.2172
Ge1 0.1198 2.1426 1.6970
C9 0.9165 0.5132 2.4122
C10 0.1460 -0.5401 2.8331
C11 0.7015 -1.5689 3.5610
C12 2.0803 -1.6690 3.6311
C13 2.9069 -0.7081 3.0701
C14 2.3099 0.3577 2.4213
C15 -1.5576 2.4341 2.6276
C16 -2.4262 3.3472 2.1329
C17 -3.7355 3.4393 2.6691
C18 -4.0634 2.6338 3.7497
C19 -3.0620 1.8532 4.3848
C20 -1.8185 1.7052 3.8086
C21 1.3887 3.5178 2.2065
C22 2.1612 3.4039 3.4032
C23 3.0732 4.4176 3.7502
C24 3.1715 5.5432 2.9245
C25 2.4998 5.5960 1.7235
C26 1.6141 4.6015 1.3601
H7 0.3206 2.0832 -1.0030
H8 -0.9821 -0.5278 2.6838
H9 -0.0295 -2.2923 3.9881
H10 2.5334 -2.5687 4.1021
H11 3.9475 -0.9485 3.0125
H12 2.9677 1.1715 2.0690
H13 -2.2279 3.9587 1.2788
H14 -4.3441 4.1652 2.1944
H15 -5.0787 2.7076 4.1476
H16 -3.3562 1.2269 5.2854
H17 -1.0242 1.1355 4.3104
H18 2.0208 2.5185 4.0649
H19 3.6659 4.3120 4.6252
H20 3.7243 6.4270 3.2654
H21 2.6422 6.4240 1.0506
H22 1.1078 4.6734 0.4318
N1 2.5140 -5.5796 -3.1594
C27 2.9810 -6.8947 -3.0628
C28 4.0569 -7.5532 -3.5251
C29 4.2857 -8.8411 -3.1200
C30 3.3704 -9.4785 -2.2938
C31 2.2041 -8.8579 -1.8869
C32 2.0159 -7.5281 -2.2091
N2 1.1026 -6.5712 -1.7458
C33 1.4225 -5.4487 -2.3386
C34 0.6719 -4.2296 -2.1119
C35 0.8931 -3.1137 -2.8993
C36 0.0647 -2.0088 -2.6889
N3 -0.8909 -1.8967 -1.7428
C37 -0.9200 -2.9037 -0.8454
C38 -0.2592 -4.1167 -1.0512
H23 3.0182 -4.8516 -3.6754
H24 4.7427 -7.0049 -4.2220
H25 5.1193 -9.3966 -3.5492
H26 3.5955 -10.5279 -2.0764
H27 1.5077 -9.3116 -1.2291
H28 1.6301 -2.9798 -3.6766
H29 0.1828 -1.1317 -3.2910
H30 -1.5283 -2.8046 0.0576
H31 -0.4701 -4.9300 -0.3246

***

[4]
Below is C12H19BF4IN4OV as an isolated structure in a non-equilibrium geometry, with properties calculated with ωB97M-V with the def2-TZVPD basis set.

Results
2S+1 = 3
Frontier orbital gap (spin up / spin down) = 0.12987 / 0.10960 Eh
Largest force on an atom = 3.341 eV/Å
Energy = -66098.7731 eV
Energy relative to the best compared isomer or geometry (same formula, charge and spin) = 0.0 kcal/mol
Total charge = -2

Geometry (Å):
C1 2.0981 -2.5650 -1.2159
I1 1.9735 -2.2640 2.0027
H1 3.2003 -2.5076 -1.0460
H2 1.8566 -2.0187 -2.1503
H3 2.0222 -3.6704 -1.3739
C2 -3.0633 -0.4118 2.6650
C3 -2.1471 0.2721 3.3730
N1 -0.9289 0.0864 2.7550
C4 -1.0427 -0.6674 1.6063
N2 -2.3846 -1.0048 1.6036
H4 -4.1297 -0.4898 2.8295
H5 -2.2931 0.8840 4.2527
C5 1.6257 1.5327 -3.0040
C6 1.1872 0.3133 -1.1358
N3 0.8200 0.5560 -2.4390
H6 3.2823 2.6386 -2.0768
N4 2.2107 1.1853 -0.9041
H7 1.5306 1.8965 -4.0287
V1 0.6325 -1.2017 0.2405
C7 -0.0787 -2.6198 -0.6340
O1 -0.5620 -3.6098 -1.0512
C8 2.4789 1.9114 -2.0368
C9 2.9552 1.3160 0.3239
H8 3.6937 2.1089 0.1741
H9 3.4510 0.3710 0.6043
H10 2.2861 1.6412 1.1253
C10 -0.2357 -0.0917 -3.1895
H11 -0.0183 0.1380 -4.2360
H12 -1.2224 0.3153 -2.9360
H13 -0.1974 -1.1799 -3.0681
C11 -3.1025 -1.6908 0.5601
H14 -3.9901 -2.1445 1.0177
H15 -2.5064 -2.4771 0.1023
H16 -3.4358 -0.9801 -0.2093
C12 0.2523 0.7660 3.1979
H17 1.1274 0.3059 2.7309
H18 0.3258 0.7096 4.2966
H19 0.2243 1.8226 2.9140
F1 -1.8285 0.8286 -0.8104
B1 -1.5965 2.1695 -0.3386
F2 -1.5969 3.0097 -1.4314
F3 -2.5972 2.5621 0.6033
F4 -0.2766 2.2545 0.3371

***

[5]
Below is C13H24Cl2LuN2O as an isolated structure in a non-equilibrium geometry, with properties calculated with ωB97M-V with the def2-TZVPD basis set.

Results
Frontier orbital gap (spin up / spin down) = 0.10000 / 0.09416 Eh
Largest force on an atom = 5.117 eV/Å
Energy = -77562.6584 eV
Energy relative to the best compared isomer or geometry (same formula, charge and spin) = 55.3 kcal/mol
Total charge = -1

Geometry (Å):
Lu1 0.0827 -2.3660 1.6117
Cl1 2.4490 -1.9100 1.4307
Cl2 -1.3718 -4.2298 1.3654
C1 0.5890 -0.5482 -3.0197
H1 -0.4233 -0.2495 -2.9676
H2 0.6959 -1.5552 -2.6193
C2 1.4012 0.4749 -2.1262
C3 1.0047 -0.6094 -4.4792
H3 1.0478 1.5547 -2.3062
C4 2.2623 -1.2268 -4.7249
H4 0.6321 0.2862 -4.9709
C5 3.0981 -1.8186 -3.5154
H5 2.0598 -2.0745 -5.4430
H6 2.9300 -0.5033 -5.2428
C6 3.7052 -0.8030 -2.5454
H7 2.4923 -2.5421 -2.9600
H8 3.9331 -2.3839 -3.9589
C7 2.7015 0.1260 -1.6958
H9 4.3004 -1.3652 -1.7976
H10 4.4362 -0.1602 -3.0720
H11 2.5930 -0.4325 -0.7193
H12 3.2849 1.0484 -1.4695
C8 -0.0380 0.0737 3.9859
N1 -1.1384 0.8017 3.3436
C9 -1.9055 1.7624 4.1265
C10 -2.7010 2.6263 3.1795
C11 -3.5187 1.8053 2.2174
N2 -2.6551 0.8416 1.5580
C12 -3.0813 0.1797 0.3447
C13 -1.5772 0.3255 2.1967
O1 -0.9907 -0.6900 1.6431
H13 0.2631 0.6137 4.8925
H14 0.8350 0.0089 3.3102
H15 -0.3415 -0.9564 4.2722
H16 -2.5810 1.2384 4.8229
H17 -1.2004 2.3573 4.7121
H18 -2.0198 3.2745 2.6170
H19 -3.3688 3.2706 3.7555
H20 -3.9630 2.4231 1.4324
H21 -4.3304 1.2847 2.7528
H22 -3.3364 -0.8790 0.5149
H23 -3.9628 0.7093 -0.0319
H24 -2.2924 0.2165 -0.4200

***

[6]
Below is a 12-piece molecular cluster, C5H31NO13 overall in a non-equilibrium geometry, with properties calculated with ωB97M-V with the def2-TZVPD basis set.

Results
Frontier orbital gap = 0.36895 Eh
Largest force on an atom = 2.548 eV/Å
Energy = -33796.6115 eV
Energy relative to the best compared isomer or geometry (same formula, charge and spin) = 41.7 kcal/mol
Total charge = 0

Geometry (Å):
O1 1.7470 0.4554 2.7398
C1 2.0613 -0.0371 1.6746
C2 1.0105 -0.5717 0.7630
C3 0.0191 0.5637 0.4173
C4 0.4820 1.4737 -0.7406
N1 0.1567 0.7366 -1.9834
C5 -0.8787 1.1154 -2.7353
O2 -1.2534 0.6584 -3.8052
H1 3.0957 -0.1218 1.3409
H2 1.3946 -0.9529 -0.1890
H3 0.5072 -1.4849 1.0319
H4 -0.9218 0.0666 0.2100
H5 -0.1712 1.1053 1.3437
H6 1.5635 1.5240 -0.7023
H7 0.1153 2.4797 -0.6982
H8 0.8520 0.0821 -2.2762
H9 -1.4665 1.9018 -2.2301
O3 -3.6387 1.2669 0.9849
H10 -2.9873 1.7103 1.5396
H11 -4.0315 0.5406 1.4697
O4 -1.8961 -2.5868 0.1357
H12 -2.0468 -2.4882 1.0904
H13 -2.4286 -1.9084 -0.3497
O5 -2.2582 -0.9478 2.6634
H14 -2.4160 -1.2712 3.5655
H15 -1.8151 -0.1080 2.7918
O6 0.4368 -3.4228 -0.8573
H16 -0.4615 -3.1033 -0.6239
H17 0.2482 -4.3661 -1.0307
O7 4.2390 -0.1778 -0.6213
H18 4.5072 -1.1069 -0.6185
H19 4.1765 0.0663 -1.5529
O8 2.7222 2.7471 0.9140
H20 2.3588 3.0301 0.0973
H21 3.3664 2.0425 0.9360
O9 -0.9218 -1.9792 -3.7539
H22 -1.0337 -1.0186 -3.8676
H23 -1.3717 -2.1351 -2.9131
O10 -2.7882 -0.3314 -1.1468
H24 -3.5793 -0.0596 -1.6142
H25 -2.7746 0.4152 -0.5103
O11 -0.7795 0.9900 3.7803
H26 -0.8798 1.9266 3.5655
H27 0.1330 0.7800 3.5212
O12 2.1571 -2.3251 -2.7856
H28 1.5656 -2.6400 -2.0659
H29 1.6200 -2.5196 -3.5631
O13 0.4318 3.1518 2.0795
H30 1.3248 2.7683 2.2153
H31 0.5077 4.0661 2.3640